Entry 1:
ORCA calculation (the ωB97M-V functional and the def2-TZVPD basis) on the molecule C17H21N3S.

ORCA input file:
```
! wB97M-V def2-TZVPD RIJCOSX def2/J DEFGRID3
* xyz 0 1
C 0.55198 6.87706 -3.22542
C 0.45518 5.40877 -3.01220
C 0.38280 4.41686 -3.94182
C 0.30046 3.12524 -3.38805
C 0.30996 3.12486 -2.01870
C 0.23894 2.02788 -1.10329
N 0.14399 0.83455 -1.55705
N 0.14209 -0.26169 -0.82110
C -0.28359 -1.46048 -1.50692
H -1.36389 -1.62141 -1.36896
C 0.49524 -2.66312 -0.95746
N 0.38021 -2.80099 0.47962
C 0.78638 -1.56987 1.12553
C 0.03621 -0.32527 0.62203
H -1.01971 -0.36183 0.93084
H 0.49137 0.56192 1.06260
H 1.85446 -1.43674 0.92725
H 0.64389 -1.67388 2.20300
C -0.89695 -3.31896 0.94311
C -0.79932 -3.74656 2.38401
C -1.76672 -3.38324 3.30967
C -1.66688 -3.79323 4.62857
C -0.59355 -4.56553 5.03544
C 0.37905 -4.92838 4.11771
C 0.27532 -4.52359 2.80014
H 1.03050 -4.79495 2.07846
H 1.21926 -5.53042 4.43158
H -0.51407 -4.88309 6.06467
H -2.42765 -3.50535 5.33948
H -2.60668 -2.77703 2.99894
H -1.72815 -2.60445 0.82964
H -1.13039 -4.19715 0.33093
H 1.55718 -2.53035 -1.18625
H 0.14978 -3.58196 -1.43541
H -0.08757 -1.32089 -2.56998
H 0.27414 2.29163 -0.04331
S 0.42249 4.75151 -1.40457
H 0.23640 2.21910 -3.96088
H 0.38857 4.60889 -5.00098
H -0.29151 7.39106 -2.76434
H 0.55710 7.09672 -4.29056
H 1.46517 7.27260 -2.78051
*
```

Results
SMILES	Cc1ccc(/C=N/N2CCN(Cc3ccccc3)CC2)s1
HOMO energy	-7.14	eV
LUMO level	0.7	eV
gap between HOMO and LUMO	7.9	eV



Entry 2:
ORCA calculation (the ωB97M-V functional and the def2-TZVPD basis) on a structure of composition C17H21N5O2S.

ORCA input file:
```
! wB97M-V def2-TZVPD RIJCOSX def2/J DEFGRID3
* xyz 0 1
C 4.12279 1.65010 -1.05503
H 4.47825 1.37636 -2.04307
H 4.21327 2.72179 -0.91596
H 4.68581 1.10511 -0.30484
S 2.34509 1.14051 -1.02668
C 1.80562 1.86702 0.45583
C 2.64659 2.37530 1.43997
C 2.12002 2.96021 2.57101
C 0.74276 3.07397 2.74960
C -0.10857 2.57808 1.79500
C 0.40824 1.95458 0.65382
N -0.45144 1.49913 -0.29473
N 0.11943 0.83276 -1.20481
C -0.69687 0.40894 -2.31386
C -1.46099 -0.85949 -1.98335
N -2.72069 -0.64863 -1.93478
N -2.97406 0.65657 -2.24398
C -1.86286 1.37813 -2.57125
O -1.83313 2.52403 -2.93243
H -3.92901 0.97678 -2.27763
C -0.85956 -2.21710 -1.81741
C -1.75620 -3.08903 -0.93200
H -2.74829 -3.17179 -1.37309
H -1.32179 -4.08667 -0.86465
C -1.88386 -2.45335 0.45444
N -0.61549 -1.89919 0.87968
C -0.46995 -0.95673 1.83967
O 0.62736 -0.56630 2.19674
C -1.74835 -0.42137 2.44513
H -2.36876 -1.22904 2.82591
H -1.48281 0.24740 3.25907
H -2.30766 0.13665 1.69667
C 0.55650 -2.47598 0.26116
C 0.56989 -2.20129 -1.24729
H 1.03557 -1.23586 -1.43448
H 1.17175 -2.96823 -1.73573
H 0.56712 -3.55420 0.45818
H 1.42745 -2.02567 0.73963
H -2.23221 -3.20569 1.17666
H -2.62929 -1.65819 0.40116
H -0.82926 -2.65240 -2.82511
H -0.03206 0.29398 -3.17471
H -1.18020 2.64081 1.89924
H 0.35271 3.54367 3.63975
H 2.79037 3.33516 3.33044
H 3.71678 2.29915 1.33810
*
```

Results
HOMO energy	-8.18	eV
LUMO level	-0.2	eV
gap between HOMO and LUMO	8.0	eV



Entry 3:
ORCA calculation (the ωB97M-V functional and the def2-TZVPD basis) on a structure of composition C17H21O11S2SeSiV.

ORCA input file:
```
! wB97M-V def2-TZVPD RIJCOSX def2/J DEFGRID3
* xyz -1 2
V 0.13457 -0.38976 -0.91993
O -0.68213 -3.68813 1.37557
C -0.97151 -2.63996 0.84107
O -0.09352 -1.78447 0.39271
C -2.40663 -2.15941 0.70948
C -2.50153 -0.71693 1.23680
C -3.96310 -0.32763 1.45976
C -4.46376 -0.16345 0.00308
C -3.19090 -0.46649 -0.79088
O -2.15748 0.05209 0.06680
C -2.90151 -1.97541 -0.76611
C -1.87567 -2.36194 -1.82481
O -1.93870 -3.39220 -2.45092
O -0.95602 -1.44107 -2.02928
H -3.04428 -2.84997 1.25796
H -1.80549 -0.47599 2.03539
H -4.02194 0.61283 2.00601
H -4.50665 -1.08557 2.02338
H -4.80261 0.85343 -0.18999
H -5.27275 -0.84660 -0.25546
H -3.10931 0.00441 -1.76638
H -3.79199 -2.57514 -0.94706
O 0.30460 0.06088 2.87209
S 1.33769 0.38110 1.92422
O 2.25612 1.42783 2.25863
O 0.71547 0.68350 0.56676
C 2.29158 -1.12431 1.69313
C 2.24171 -1.98777 2.77663
C 2.92514 -3.19487 2.76687
C 3.66448 -3.55643 1.65830
C 3.72129 -2.70204 0.56722
C 3.05002 -1.48910 0.57724
S 3.21931 -0.53129 -0.91412
O 4.15172 -1.19326 -1.77155
O 3.41500 0.84008 -0.57142
O 1.80910 -0.72041 -1.58452
H 1.62262 -1.72022 3.62042
H 2.85169 -3.85643 3.61976
H 4.18577 -4.50394 1.62604
H 4.28529 -2.97088 -0.31388
C 2.20683 3.47894 -2.56081
Si 0.55986 3.42324 -1.66619
C 0.80443 3.74141 0.15874
C -0.56488 4.75980 -2.37870
Se -0.54017 1.49390 -2.18360
H 2.64515 4.47809 -2.47697
H 2.08186 3.24756 -3.62068
H 2.90428 2.75902 -2.13488
H 1.17760 4.76378 0.27960
H 1.52492 3.05723 0.60599
H -0.13546 3.65604 0.70760
H -0.03000 5.71015 -2.45589
H -1.43654 4.91172 -1.73873
H -0.92360 4.49403 -3.37449
*
```

Results
HOMO energy (alpha / beta)	-5.84 / -5.97	eV
expectation value of S²	0.78
LUMO level (alpha / beta)	1.2 / 2.1	eV
gap between HOMO and LUMO (alpha / beta)	7.1 / 8.1	eV